# 1
{
  "formula": "C6H18KN3OP",
  "method": "ωB97M-V/def2-TZVPD",
  "charge": 1,
  "lumo_ev": -4.183,
  "energy_ha": -1420.0271,
  "gap_ev": 6.8,
  "elements": ["K", "O", "P", "N", "C", "C", "N", "C", "C", "N", "C", "C", "H", "H", "H", "H", "H", "H", "H", "H", "H", "H", "H", "H", "H", "H", "H", "H", "H", "H"],
  "coordinates": [[-10.3387, -14.3512, -2.7982], [-12.7991, -16.0592, 0.1407], [-13.4232, -17.3583, 0.6106], [-13.5398, -18.5146, -0.6227], [-13.4263, -19.9581, -0.4284], [-13.7638, -18.1200, -2.0198], [-15.0713, -17.2942, 1.1024], [-16.2499, -18.1240, 0.7170], [-15.4389, -16.1538, 1.9377], [-12.5893, -18.2283, 1.8326], [-13.3030, -18.8114, 2.9532], [-11.1561, -18.6624, 1.6065], [-13.7083, -20.5933, -1.2681], [-14.1203, -20.2107, 0.3732], [-12.4758, -20.3606, -0.0783], [-14.7754, -18.1235, -2.4256], [-13.2300, -18.7898, -2.6940], [-13.3329, -17.1361, -2.2053], [-17.2075, -17.6209, 0.8514], [-16.0190, -18.3989, -0.3121], [-16.2890, -19.0386, 1.3087], [-15.1022, -16.2627, 2.9686], [-14.9472, -15.3091, 1.4551], [-16.5227, -16.0394, 1.9516], [-14.0746, -19.5658, 2.7999], [-12.6223, -19.3390, 3.6214], [-13.8392, -18.0192, 3.4755], [-11.0730, -19.7296, 1.4008], [-10.5044, -18.4534, 2.4548], [-10.8325, -18.1002, 0.7305]]
}


# 2
{
  "formula": "C6H18N2",
  "method": "ωB97M-V/def2-TZVPD",
  "smiles": "CN(C)C.CN(C)C",
  "relative_energy_kj_mol": 110.7,
  "lumo_ev": 0.967,
  "energy_ha": -348.8473,
  "gap_ev": 9.6,
  "elements": ["C", "N", "C", "C", "H", "H", "H", "H", "H", "H", "H", "H", "H", "C", "N", "C", "C", "H", "H", "H", "H", "H", "H", "H", "H", "H"],
  "coordinates": [[4.8785, -0.3177, -3.4101], [3.6290, -0.1900, -2.6223], [2.6857, -1.1878, -2.9593], [3.9384, -0.2858, -1.1993], [5.4477, -1.1874, -3.0409], [5.4811, 0.5918, -3.2480], [4.7116, -0.4407, -4.4934], [1.7244, -0.7517, -2.6392], [2.8255, -2.1507, -2.4399], [2.6420, -1.3768, -4.0451], [4.2459, -1.3009, -0.8967], [3.0182, -0.0193, -0.6526], [4.7345, 0.4226, -0.9145], [-4.5458, 1.8303, 2.3790], [-3.8467, 0.7358, 3.0602], [-2.4699, 0.5609, 2.6446], [-4.5368, -0.4700, 2.6112], [-5.5848, 1.8748, 2.7465], [-4.5649, 1.7438, 1.2795], [-4.0365, 2.7706, 2.6491], [-1.8564, 1.3596, 3.0944], [-2.4089, 0.6466, 1.5466], [-2.0524, -0.4149, 2.9450], [-5.5917, -0.5086, 2.9309], [-3.9784, -1.2573, 3.1451], [-4.4893, -0.6774, 1.5290]]
}


# 3
{
  "formula": "C6H18N2",
  "method": "ωB97M-V/def2-TZVPD",
  "smiles": "C[C@H]([NH3+])CCCC[NH3+]",
  "charge": 2,
  "relative_energy_kj_mol": 29.5,
  "lumo_ev": -6.185,
  "energy_ha": -348.3211,
  "gap_ev": 12.7,
  "elements": ["C", "C", "N", "C", "C", "C", "C", "N", "H", "H", "H", "H", "H", "H", "H", "H", "H", "H", "H", "H", "H", "H", "H", "H", "H", "H"],
  "coordinates": [[-2.4164, 0.9709, -1.3417], [-0.9133, 1.1391, -1.3121], [-0.5115, 1.2063, -2.8475], [-0.2352, -0.1308, -0.7713], [-0.4305, -0.2918, 0.7693], [0.6288, 0.0633, 1.7897], [1.9837, -0.6463, 1.6026], [2.0394, -1.9570, 2.3192], [-2.8122, 0.0158, -1.7003], [-2.9764, 1.6748, -1.9670], [-2.8060, 1.0426, -0.3212], [-0.5359, 2.0458, -0.8574], [-0.6250, 2.1911, -3.1070], [0.4257, 0.8505, -3.0434], [-1.1430, 0.6521, -3.4406], [-0.6324, -0.9871, -1.3104], [0.8359, -0.0431, -0.9651], [-0.8074, -1.3016, 0.9939], [-1.3228, 0.3003, 0.9779], [0.8513, 1.1343, 1.8797], [0.1790, -0.1293, 2.7706], [2.1476, -0.8291, 0.5392], [2.8021, 0.0127, 1.8824], [2.7132, -2.5932, 1.8799], [1.1570, -2.4749, 2.3024], [2.4042, -1.9154, 3.2783]]
}


# 4
{
  "formula": "C6H18N2O",
  "method": "ωB97M-V/def2-TZVPD",
  "relative_energy_kj_mol": 294.4,
  "lumo_ev": 0.713,
  "energy_ha": -424.0377,
  "gap_ev": 8.0,
  "elements": ["C", "C", "C", "C", "O", "H", "H", "H", "H", "H", "H", "H", "H", "H", "H", "C", "C", "N", "N", "H", "H", "H", "H", "H", "H", "H", "H"],
  "coordinates": [[2.0473, -0.1126, 0.0701], [1.8160, -1.5388, -0.4404], [1.3004, 0.1132, 1.3814], [1.6039, 0.9070, -0.9844], [3.4354, 0.0771, 0.3763], [3.9470, -0.0647, -0.4283], [0.5382, 0.8065, -1.1823], [2.1683, -2.2594, 0.2971], [2.3580, -1.7070, -1.3737], [0.7565, -1.7125, -0.6234], [0.2292, -0.0328, 1.2370], [1.6575, -0.5866, 2.1355], [1.4830, 1.1239, 1.7439], [2.1456, 0.7543, -1.9204], [1.8061, 1.9182, -0.6331], [-1.9989, -0.5145, 0.1797], [-2.1205, 1.8898, -0.0230], [-2.0823, 0.5639, -0.6002], [-2.0295, -1.7094, -0.4391], [-2.4548, 0.4849, -1.5459], [-2.4687, -1.8317, -1.3487], [-2.0098, -2.5311, 0.1408], [-2.4727, -0.4210, 1.5089], [-3.2790, -0.3077, 2.0870], [-1.7653, 2.6225, -0.7488], [-1.4677, 1.9329, 0.8472], [-3.1432, 2.1356, 0.2870]]
}